[1]
DFT (ωB97M-V/def2-TZVPD) results for a cluster of 5 separate species, C9H24O9 in total.

Values from the calculation:
LUMO energy: 0.2 eV
multiplicity: 1
HOMO: -10.3 eV
structure (SMILES): COC(=O)OC.COC(=O)OC.CO.CO.CO
relative energy (zero: lowest compared OMol25 entry of this formula, charge and spin): 0.764 eV
total energy: -28147.0027 eV
Kohn-Sham gap: 10.575 eV

Each line ends with the Mulliken charge.
Element x y z (Å)
C 1.75132 2.89097 2.42875  -0.560
O 2.81365 2.36485 1.65199  -0.316
C 3.23910 1.06718 1.75543  0.760
O 2.87073 0.30292 2.57579  -0.537
O 4.20903 0.86878 0.85903  -0.317
C 4.91319 -0.38151 0.85101  -0.633
H 1.93260 2.89003 3.50358  0.336
H 0.92890 2.17803 2.37011  0.209
H 1.36408 3.84950 2.08326  0.236
H 5.73171 -0.21013 0.15189  0.226
H 4.24321 -1.15658 0.47888  0.294
H 5.30930 -0.74365 1.79972  0.301
C -0.50001 -4.07670 2.28585  -0.661
O -1.18342 -3.50675 1.15657  -0.267
C -2.12564 -4.35045 0.58140  0.700
O -2.30258 -5.55740 0.83888  -0.587
O -2.67949 -3.82268 -0.49033  -0.309
C -2.40473 -2.54346 -0.99661  -0.624
H 0.22168 -3.33561 2.62943  0.240
H -0.01778 -5.03556 2.09574  0.294
H -1.13233 -4.10514 3.17324  0.297
H -1.45162 -2.51889 -1.52487  0.324
H -2.32475 -1.78867 -0.21431  0.293
H -3.20891 -2.38879 -1.71597  0.286
C -2.20865 4.07514 0.80822  -0.657
O -1.50893 3.02002 1.33641  -0.474
H -2.23782 4.99714 1.38888  0.317
H -1.68414 4.19316 -0.13997  0.222
H -3.16829 3.65556 0.50632  0.315
H -1.86523 2.81440 2.20380  0.259
C 0.45841 -0.11029 -4.51299  -0.302
O 0.16898 -1.43991 -4.94151  -0.510
H 1.54047 0.01714 -4.48130  0.271
H 0.00439 0.64666 -5.15252  0.246
H 0.08896 -0.00085 -3.49336  0.010
H -0.78807 -1.49803 -4.89362  0.290
C -1.71562 1.32060 -1.38781  -0.433
O -0.47313 1.75764 -0.84513  -0.451
H -1.55777 0.63706 -2.22205  0.101
H -2.20971 0.66046 -0.67493  0.229
H -2.38290 2.09254 -1.77112  0.289
H -0.65821 2.27140 -0.05558  0.293

=====

[2]
DFT (ωB97M-V/def2-TZVPD) results for a cluster of 7 separate species, C49H43BrFN2O12 in total.

Values from the calculation:
LUMO energy: -3.9 eV
multiplicity: 1
HOMO: -11.8 eV
total charge: +1
total energy: -151805.5760 eV
Kohn-Sham gap: 7.885 eV

Each line ends with the Mulliken charge.
Element x y z (Å)
C -1.52436 2.22354 -5.20101  -1.129
C -0.22839 2.05055 -4.27759  0.706
F 0.86206 2.46004 -5.10305  -0.390
C -0.07220 0.51532 -3.97776  -1.614
C -0.55312 0.06333 -2.54302  -0.106
N 0.24208 0.61149 -1.44380  0.394
C -0.24945 0.24126 -0.09935  0.099
C -1.46954 -0.75541 -0.05079  0.144
C -1.00884 -2.26071 -0.10735  0.357
C 0.41005 -2.64126 -0.24695  -0.099
C 0.82070 -4.04434 -0.32914  -0.902
C -0.12986 -5.15545 -0.28998  -0.308
C -1.54894 -4.78482 -0.12254  -0.688
C -1.95792 -3.38342 -0.02812  -0.614
N -2.51440 -0.56128 -1.12141  0.112
C -2.09415 0.30467 -2.26565  -0.716
Br -2.59169 2.15152 -1.81843  -0.064
H -2.14962 1.29477 -5.03358  0.262
H -2.16856 3.08092 -4.88781  0.210
H -1.25549 2.21297 -6.28380  0.394
H -0.28605 2.70338 -3.37409  0.106
H 1.03800 0.30066 -3.99639  0.450
H -0.51496 -0.14911 -4.76983  0.555
H -0.39025 -1.05945 -2.52102  0.228
H 0.37500 1.62444 -1.54297  0.502
H -0.59232 1.19613 0.39620  -1.000
H 0.58720 -0.13163 0.55666  0.416
H -1.98772 -0.59198 0.93674  0.361
H 1.21252 -1.86963 -0.28601  0.386
H 1.90040 -4.31673 -0.42073  0.364
H 0.21514 -6.21137 -0.37914  0.527
H -2.29784 -5.60932 -0.08957  0.279
H -3.06115 -3.21302 0.08280  0.305
H -2.88121 -1.44050 -1.52382  0.555
H -3.33515 -0.11098 -0.68026  0.502
H -2.64372 0.05005 -3.21609  0.560
C 1.16152 5.22978 1.53144  -0.477
C 1.75275 5.46723 2.70077  -0.621
C 2.43502 4.38498 3.44958  0.187
O 2.97226 4.59919 4.51542  -0.560
C 2.43441 3.03301 2.84689  -0.406
C 1.84281 2.79692 1.67753  0.561
C 1.16278 3.87695 0.93149  -0.179
O 0.62297 3.65864 -0.14142  -0.465
H 0.65787 6.00717 0.96982  0.535
H 1.76291 6.45030 3.15483  0.475
H 2.93711 2.25483 3.40614  0.606
H 1.83117 1.82041 1.22529  0.548
C 5.35296 -0.66965 1.14162  -0.538
C 6.31163 -1.09274 0.31908  -0.455
C 6.50616 -0.47662 -1.01412  0.268
O 7.37596 -0.86097 -1.76535  -0.536
C 5.59458 0.62880 -1.39514  -0.454
C 4.63713 1.05031 -0.57115  -0.330
C 4.44487 0.43272 0.76015  0.285
O 3.56989 0.81944 1.51646  -0.451
H 5.19537 -1.10863 2.12032  0.668
H 6.98589 -1.89793 0.58282  0.481
H 5.75127 1.06823 -2.37228  0.445
H 3.96202 1.85614 -0.83338  0.518
C -8.19997 2.88120 -3.94878  -0.399
C -8.27153 4.17696 -4.25066  -0.386
C -7.07476 5.04808 -4.18730  0.190
O -7.13764 6.22729 -4.45942  -0.516
C -5.79568 4.42152 -3.77689  -0.261
C -5.72696 3.12659 -3.47585  0.109
C -6.92227 2.25757 -3.53928  0.303
O -6.85363 1.07407 -3.26472  -0.570
H -9.06375 2.22974 -3.98866  0.422
H -9.19735 4.64990 -4.55279  0.422
H -4.93069 5.07223 -3.73660  0.444
H -4.80414 2.64853 -3.17319  0.226
C -2.94656 -8.83321 -2.04659  -0.376
C -1.97366 -8.48982 -1.20477  -0.222
C -0.55108 -8.55184 -1.60908  0.442
O 0.33786 -8.23946 -0.83861  -0.632
C -0.25024 -9.00841 -2.98395  -0.459
C -1.22239 -9.35216 -3.82713  -0.386
C -2.64629 -9.29032 -3.42395  0.326
O -3.53257 -9.60059 -4.19039  -0.523
H -3.99232 -8.79512 -1.76837  0.422
H -2.17470 -8.15334 -0.19485  0.535
H 0.79565 -9.04657 -3.26122  0.429
H -1.02041 -9.68891 -4.83610  0.418
C -3.01895 2.60638 4.92193  -0.421
C -2.24272 1.60714 4.50484  -0.500
C -1.43513 1.72654 3.27091  0.327
O -0.72754 0.81225 2.88747  -0.558
C -1.52030 2.99886 2.51743  0.143
C -2.29629 3.99823 2.93306  -0.642
C -3.10558 3.87958 4.16908  0.152
O -3.81002 4.78907 4.54861  -0.531
H -3.61713 2.53677 5.82164  0.438
H -2.16719 0.67039 5.04289  0.465
H -0.92459 3.06910 1.61927  0.413
H -2.37160 4.93488 2.39421  0.513
C 6.05291 0.70590 4.70719  -0.102
C 6.15995 1.75968 5.51432  -0.414
C 6.36268 1.59181 6.97253  0.288
O 6.45837 2.54991 7.70900  -0.532
C 6.44301 0.20806 7.49546  -0.423
C 6.33572 -0.84482 6.68676  -0.387
C 6.13325 -0.67663 5.23056  0.405
O 6.03707 -1.63825 4.49126  -0.549
H 5.90399 0.80905 3.63952  0.432
H 6.10412 2.77741 5.14826  0.447
H 6.59208 0.10413 8.56272  0.411
H 6.39139 -1.86253 7.05213  0.421

=====

[3]
DFT (ωB97M-V/def2-TZVPD) results for a cluster of 2 separate species, C4H9NO3 in total.

Values from the calculation:
LUMO energy: 0.5 eV
multiplicity: 1
HOMO: -9.7 eV
structure (SMILES): NC(=O)CCC=O.O
relative energy (zero: lowest compared OMol25 entry of this formula, charge and spin): 1.117 eV
total energy: -11926.4245 eV
Kohn-Sham gap: 10.209 eV

Each line ends with the Mulliken charge.
Element x y z (Å)
N -0.89506 -2.50213 0.76874  -0.383
C -0.54636 -1.25057 1.21924  0.432
O -0.65969 -1.00826 2.40527  -0.610
C -0.01171 -0.32071 0.17955  -0.578
C 0.40707 1.09686 0.53118  -0.322
C -0.75898 1.83826 1.18568  -0.025
O -0.69155 2.99719 1.49991  -0.473
H -0.65233 -2.86918 -0.13772  0.201
H -1.13736 -3.23454 1.42902  0.247
H -0.79651 -0.25150 -0.58921  0.333
H 0.83015 -0.89980 -0.22243  0.389
H 0.78468 1.52357 -0.39248  0.150
H 1.20611 1.02371 1.27251  0.282
H -1.65675 1.27671 1.50146  0.350
O 1.67823 0.51058 -3.40986  -0.618
H 1.43936 1.28490 -2.92084  0.302
H 1.46070 0.78492 -4.32001  0.323

=====

[4]
DFT (ωB97M-V/def2-TZVPD) results for a structure of composition C40H105F3N9O11Zn.

Values from the calculation:
LUMO energy: -3.1 eV
multiplicity: 1
HOMO: -10.5 eV
total charge: +1
relative energy (zero: lowest compared OMol25 entry of this formula, charge and spin): 0.000 eV
total energy: -135678.3078 eV
Kohn-Sham gap: 7.331 eV

Each line ends with the Mulliken charge.
Element x y z (Å)
Zn -21.52498 12.11047 25.14412  0.350
C -19.41818 11.97401 23.53969  1.401
O -20.35600 10.84574 23.58496  0.487
O -19.81241 12.83581 24.45408  -0.482
C -17.93528 11.56570 23.54878  -0.078
F -17.15805 12.56542 23.98583  0.278
F -17.70499 10.52037 24.37254  0.083
F -17.50879 11.23748 22.32316  -0.197
C -20.16421 9.70220 22.74669  -0.820
C -21.39268 8.82048 22.85242  -1.123
H -21.55674 8.39960 23.84381  0.730
H -22.33847 9.27109 22.53097  0.223
H -21.28910 8.04514 22.08286  -0.010
H -19.32774 9.09509 23.08631  0.202
H -20.08797 9.97662 21.68982  -0.029
H -19.59500 12.39863 22.52378  -0.238
C -21.80966 15.63352 24.65487  -1.308
C -22.94700 14.62027 24.68857  0.548
C -23.32256 13.91511 23.39489  -0.749
O -22.46641 12.76152 23.27237  0.150
C -22.55414 12.22982 21.95661  -0.941
N -22.77222 13.66614 25.81508  -0.631
H -21.72604 16.12890 23.69192  0.337
H -20.86984 15.10653 24.85468  0.128
H -21.91866 16.35777 25.46165  0.426
H -23.84870 15.20199 24.93099  0.419
H -23.10592 14.57242 22.55741  0.349
H -24.35323 13.57244 23.50971  0.378
H -23.58449 11.91777 21.75146  0.541
H -21.97532 11.31864 21.84681  -0.316
H -22.19206 12.92114 21.19546  0.455
H -23.70278 13.26170 25.96394  0.286
H -22.61829 14.09986 26.72107  0.335
C -19.20461 16.09077 21.51490  -0.979
C -17.70724 16.37256 21.44843  0.287
C -16.92239 15.07293 21.38263  0.441
O -15.55852 15.33430 21.58669  -0.434
C -14.78334 14.14703 21.52568  -0.620
N -17.46815 17.16961 20.21970  -0.795
H -19.32150 15.28930 22.25280  -0.002
H -19.65137 15.92785 20.53450  0.289
H -19.77843 16.93798 21.90001  0.365
H -17.39037 17.00904 22.27528  0.327
H -17.16415 14.61146 20.41064  0.231
H -17.23650 14.36655 22.16880  -0.635
H -15.17768 13.38435 22.20126  0.111
H -13.76460 14.44673 21.76144  0.277
H -14.75771 13.75977 20.49916  0.354
H -16.46603 17.23356 20.05605  0.316
H -17.82280 16.65061 19.41997  0.271
C -22.85705 4.53294 20.35937  -1.028
C -23.93068 5.57901 20.63594  0.101
C -24.04896 5.87795 22.10355  -0.688
O -25.03813 6.89144 22.31006  -0.369
C -24.88465 7.53603 23.53993  -0.278
N -23.66900 6.78401 19.82957  -0.355
H -21.88323 4.86252 20.72600  -0.100
H -22.83013 4.39631 19.27684  0.408
H -23.10698 3.56942 20.80422  0.546
H -24.87367 5.09017 20.35370  0.262
H -23.10381 6.11028 22.61580  0.187
H -24.42557 4.99043 22.63488  0.442
H -23.96315 8.12672 23.58224  -0.090
H -24.87899 6.80592 24.35890  0.339
H -25.71229 8.22664 23.69757  0.297
H -24.21009 7.56869 20.18671  0.268
H -24.11787 6.59985 18.93498  0.261
C -14.53430 6.19047 26.52657  -1.560
C -14.81239 6.25852 25.03294  1.266
C -13.97477 7.29107 24.32046  -0.728
O -13.93379 8.53720 24.99827  -0.474
C -15.07724 9.32208 24.83093  -0.216
N -14.53914 4.94739 24.45676  -0.724
H -13.52743 5.80438 26.67968  0.369
H -15.27806 5.55281 27.00945  0.435
H -14.62199 7.16661 27.00390  0.278
H -15.87620 6.50969 24.87921  -0.239
H -14.35622 7.44608 23.30551  0.243
H -12.93363 6.99719 24.17934  0.406
H -15.97765 8.75591 25.11106  0.218
H -15.16442 9.68634 23.79961  0.250
H -15.08013 10.18713 25.49179  0.016
H -15.02832 4.15864 24.85992  0.263
H -14.79277 4.93267 23.47164  0.231
C -16.24964 11.50215 27.16499  -0.457
C -16.38932 12.99233 27.38767  0.192
C -15.36383 13.75719 26.56515  -0.588
O -15.62066 15.13117 26.68831  -0.366
C -14.99393 15.90651 25.68882  -0.516
N -17.76221 13.42862 27.06008  -0.459
H -16.96971 10.92204 27.75145  0.106
H -15.27851 11.13908 27.51286  0.752
H -16.39293 11.18756 26.13156  -0.950
H -16.24967 13.17153 28.45630  0.487
H -15.36300 13.41846 25.52009  0.009
H -14.34997 13.54741 26.94711  0.507
H -13.90792 15.75324 25.81211  0.320
H -15.15823 16.96927 25.82982  0.292
H -15.24420 15.58328 24.67326  0.055
H -18.03299 13.14440 26.12276  -0.244
H -17.75179 14.43652 27.16387  0.271
C -18.77465 1.06864 21.58276  -1.538
C -19.20986 2.25030 20.75276  0.765
C -18.95013 3.57282 21.40127  0.356
O -19.61609 3.71692 22.62294  -0.512
C -19.44773 5.00521 23.15949  -0.262
N -18.46305 2.24642 19.49457  -0.658
H -19.08144 0.13953 21.09170  0.413
H -19.14698 1.04622 22.60461  0.328
H -17.68332 0.99762 21.63609  0.385
H -20.29923 2.19418 20.60333  0.008
H -19.15104 4.38384 20.68175  -0.502
H -17.86373 3.71809 21.56350  0.284
H -18.37217 5.21074 23.26959  0.259
H -19.85803 5.02102 24.16781  0.368
H -19.94355 5.74054 22.51722  -0.124
H -18.89348 2.82041 18.77766  0.197
H -18.44524 1.30853 19.10933  0.283
C -17.27718 8.15946 20.94177  -0.566
C -17.30670 6.75724 20.35014  2.407
C -17.81183 6.76231 18.91957  -1.014
O -19.06131 7.41097 18.75218  -0.441
C -20.13431 6.68535 19.30618  0.876
N -15.91899 6.23043 20.37738  -0.729
H -16.80966 8.20892 21.91879  0.146
H -18.32226 8.48074 21.05387  -0.516
H -16.93667 8.93748 20.25034  0.441
H -17.84605 6.14226 21.07047  -1.266
H -17.94716 5.74151 18.53033  0.353
H -17.08415 7.26766 18.28413  0.389
H -20.15053 5.68630 18.84975  0.344
H -21.01622 7.21878 18.95851  -0.777
H -20.14388 6.59947 20.39583  -0.300
H -15.33466 6.83160 19.79908  0.295
H -15.86736 5.32115 19.92111  0.294
C -22.88742 9.44808 17.65522  -1.100
C -22.78912 10.88464 18.16314  0.496
C -21.38342 11.15600 18.66854  -0.179
O -21.24495 12.53803 19.01259  -0.424
C -19.89947 12.89809 19.16941  -0.415
N -23.20718 11.79791 17.10233  -0.777
H -22.53575 9.38968 16.61937  0.423
H -23.92498 9.12160 17.55968  0.307
H -22.34611 8.71219 18.24841  -0.100
H -23.50710 10.93923 18.99064  0.130
H -20.66139 10.98936 17.85134  0.654
H -21.07162 10.47906 19.47877  -0.304
H -19.37889 12.30296 19.93224  0.125
H -19.90612 13.91916 19.55740  -0.018
H -19.31584 12.91595 18.24344  0.504
H -23.11615 12.74764 17.46743  0.320
H -22.46892 11.83567 16.39573  0.323
C -19.79129 9.62843 26.77637  -0.366
C -20.70848 10.49311 27.62289  0.278
C -20.21638 10.54110 29.04967  -0.849
O -21.18237 11.17750 29.83682  -0.334
C -20.81077 11.26130 31.19764  -0.748
N -20.72069 11.88622 27.06943  0.167
H -19.79448 8.60611 27.16548  0.799
H -18.74581 9.93896 26.78644  -0.429
H -20.11977 9.55278 25.73768  -0.549
H -21.72146 10.08834 27.56178  0.483
H -19.27271 11.10529 29.08654  0.260
H -20.04251 9.52124 29.41923  0.541
H -19.81288 11.67704 31.36816  0.313
H -20.83564 10.25373 31.63752  0.304
H -21.54348 11.85042 31.74290  0.255
H -19.77692 12.29410 27.19117  -0.224
H -21.21300 12.47572 27.74689  0.516

=====

[5]
DFT (ωB97M-V/def2-TZVPD) results for a structure of composition F14NO4P2RbS2.

Values from the calculation:
LUMO energy: 4.1 eV
multiplicity: 1
HOMO: -5.4 eV
total charge: -2
relative energy (zero: lowest compared OMol25 entry of this formula, charge and spin): 2.149 eV
total energy: -88644.0282 eV
Kohn-Sham gap: 9.558 eV

Each line ends with the Mulliken charge.
Element x y z (Å)
Rb 1.09132 0.54668 -0.25769  0.935
P 3.60052 -0.24032 -2.75861  1.183
F 5.07771 0.30529 -2.84061  -0.339
F 3.27144 -0.00625 -4.40262  -0.399
F 4.01625 -1.80605 -3.07306  -0.379
F 2.08368 -0.77381 -2.70195  -0.344
F 3.58327 -0.53655 -1.11025  -0.387
F 3.13443 1.27627 -2.48601  -0.336
P -1.77881 1.18681 -2.28031  1.174
F -0.34447 1.07257 -3.00497  -0.332
F -1.68574 -0.16482 -1.37193  -0.334
F -1.15504 2.10285 -1.12122  -0.349
F -3.30752 1.45556 -1.78413  -0.370
F -1.88347 2.50365 -3.21596  -0.399
F -2.51895 0.30397 -3.43491  -0.380
N -2.45098 -0.63053 3.69945  -0.233
S -1.16586 -0.92250 2.88694  1.015
O -0.50608 -2.21083 3.02516  -0.563
O -0.42298 0.14513 2.26955  -0.483
F -2.03831 -1.41052 1.60671  -0.329
S -1.62728 -0.58583 5.15707  1.094
O -0.77894 0.55717 5.49034  -0.594
O -1.29840 -1.92492 5.68901  -0.579
F -2.89580 -0.24301 6.02002  -0.271

=====

Q: Which value of LUMO energy does entry 4 give?
A: -3.1 eV

=====

Q: LUMO energy of number 3 (C4H9NO3)?
A: 0.5 eV

=====

Q: What is the LUMO energy in the third record?
A: 0.5 eV